1.
DFT (the ωB97M-V functional and the def2-TZVPD basis) results for a structure of composition C9H2Cl3F5I2NRuS.

Computed properties:
- HOMO level (alpha / beta) (eV) = -19.39 / -19.50
- LUMO (alpha / beta) (eV) = -13.4 / -14.1
- energy above the lowest of the compared OMol25 structures with the same formula, charge and spin (eV) = 0.000
- Kohn-Sham gap (alpha / beta) (eV) = 5.97 / 5.42
- F_max (Eh/bohr) = 0.0128
- multiplicity = 5
- charge = +3

Geometry (Å):
Ru 1.27266 -0.14288 0.09685
I 3.73467 -1.12297 -0.38328
C 3.98485 -1.47986 1.71698
I 2.22821 -0.80988 2.71858
H 4.83787 -0.90252 2.05804
H 4.10003 -2.54773 1.86281
F -5.39591 -0.72073 -0.31091
C -4.16093 -1.05948 -0.37311
C -3.16781 -0.09596 0.05345
F -3.55443 1.06110 0.48505
C -1.85906 -0.45576 -0.01598
F -0.88527 0.42065 0.39089
C -1.43798 -1.70081 -0.47046
S 0.21016 -2.17099 -0.54288
C -2.45198 -2.64015 -0.88652
F -2.06816 -3.80240 -1.31680
C -3.78784 -2.32346 -0.83848
F -4.69750 -3.17373 -1.21608
Cl 1.56611 5.25818 0.74516
C 2.27708 4.37414 -0.57707
Cl 4.02239 4.47187 -0.60039
Cl 1.55614 4.76036 -2.12229
C 1.96542 2.95345 -0.33636
N 1.71128 1.84956 -0.13721

Atomic forces in eV per Å
0.2431 -0.5567 -0.2075
-0.6280 0.1493 0.1155
-0.0828 0.0757 0.0094
-0.0397 0.0716 -0.1269
0.0477 0.0101 0.0049
0.0306 -0.0695 -0.0004
0.1611 -0.0092 0.0058
-0.1159 0.1486 0.0526
-0.3459 0.1356 0.0324
0.0029 -0.1233 -0.0531
0.1953 -0.1144 -0.0297
0.0216 0.0972 0.0864
0.0086 -0.0199 0.0207
0.3643 0.1930 0.0167
0.2474 -0.0726 -0.0181
0.0333 0.0743 0.0454
-0.2941 -0.0735 -0.0444
0.0568 0.0665 0.0242
-0.1150 0.1913 0.2249
-0.0056 -0.1356 -0.0773
0.2682 0.0650 -0.0165
-0.0728 0.1025 -0.2032
-0.1058 -0.1225 0.0932
0.1249 -0.0836 0.0448

=====

2.
DFT (the ωB97M-V functional and the def2-TZVPD basis) results for a cluster of 5 separate species, C9H30O11P2 in total.

Computed properties:
- HOMO level (eV) = -10.29
- LUMO (eV) = 0.3
- SMILES = COP(=O)(OC)OC.COP(=O)(OC)OC.CO.CO.CO
- energy above the lowest of the compared OMol25 structures with the same formula, charge and spin (eV) = 0.000
- Kohn-Sham gap (eV) = 10.59
- F_max (Eh/bohr) = 0.0147
- multiplicity = 1
- charge = 0

Geometry (Å):
C 0.62977 0.86198 -1.42075
O 1.55654 0.25640 -0.54929
H 1.10317 1.17644 -2.35751
H -0.23861 0.22649 -1.64207
H 0.24534 1.77218 -0.95562
H 1.88750 -0.54967 -0.96724
C 1.03427 1.81809 -5.15464
O 1.31278 2.94137 -4.34071
H 1.19994 0.86743 -4.63621
H -0.00386 1.83520 -5.50667
H 1.64366 1.80773 -6.05799
H 0.50354 3.15509 -3.87060
C 2.02766 -2.11540 -3.24486
O 2.59968 -1.95609 -1.95362
H 1.45244 -1.22057 -3.47561
H 2.79084 -2.28126 -4.00847
H 1.33653 -2.96266 -3.27764
H 2.74650 -2.82694 -1.57677
C 0.70129 2.44847 6.73184
O 1.23877 1.96225 5.49045
P 0.30304 1.70575 4.24614
O -1.11258 1.99119 4.42979
O 0.59559 0.20728 3.83776
C 1.91105 -0.23464 3.51481
O 1.07208 2.55934 3.15691
C 0.49256 2.71756 1.85818
H 0.96109 1.73867 7.51348
H -0.37932 2.55432 6.67782
H 1.15579 3.41290 6.94744
H 1.84844 -0.87479 2.63830
H 2.32687 -0.79364 4.35500
H 2.58460 0.59674 3.30566
H -0.41259 2.11874 1.73539
H 1.21319 2.35042 1.12557
H 0.27758 3.77042 1.70306
C -3.72210 -0.43591 -1.92332
O -3.90511 -1.69948 -1.28367
P -2.79567 -2.30604 -0.34289
O -3.22211 -3.50802 0.34619
O -1.50848 -2.50679 -1.25658
C -1.51749 -3.46680 -2.31027
O -2.35639 -1.06772 0.50318
C -1.18893 -1.15242 1.35886
H -4.26276 -0.46259 -2.86929
H -2.66908 -0.23370 -2.11329
H -4.15727 0.35344 -1.31244
H -1.04473 -4.38527 -1.96299
H -0.96647 -3.04178 -3.14551
H -2.52607 -3.71356 -2.64703
H -1.50131 -0.89075 2.36649
H -0.51295 -0.37554 1.00612
H -0.74822 -2.14383 1.31507

Atomic forces in eV per Å
-0.0964 0.2178 -0.2276
-0.2330 0.1794 0.2780
-0.0245 -0.0832 -0.0155
0.1181 -0.0996 0.0318
0.0623 -0.0625 0.1371
0.1264 -0.1072 -0.0539
-0.5348 -0.2977 -0.3462
0.1065 -0.0933 -0.1623
0.0327 0.0847 0.0976
0.0394 -0.0621 0.0774
0.2639 0.2918 0.1937
0.0803 0.0914 0.0890
-0.2189 -0.3040 -0.1705
-0.0410 -0.0411 -0.0207
0.1305 0.0679 -0.0141
0.0396 0.1538 0.0344
0.0353 0.0458 0.0671
0.0741 0.0153 0.0724
0.0623 0.0214 0.0345
-0.0473 0.0211 0.2155
0.5027 0.1251 0.0273
-0.3334 -0.1098 -0.0534
-0.3541 -0.1450 -0.0977
0.4581 -0.0947 0.1301
-0.0371 0.2022 0.0816
0.1396 -0.3973 -0.3300
0.0314 -0.0196 -0.0028
-0.0206 -0.0154 -0.0781
0.0244 0.0052 -0.0161
-0.0398 0.0027 -0.0206
-0.1383 -0.0259 -0.0258
-0.1191 0.0455 -0.0953
-0.0938 0.1590 0.1609
0.0476 0.1613 0.0425
-0.0585 0.0197 -0.0353
-0.2151 0.1111 -0.1871
-0.2008 0.0069 -0.1157
0.0370 0.1117 -0.1064
-0.2311 -0.5263 0.2052
0.2400 0.2737 -0.3790
-0.0821 -0.2760 0.0546
0.1523 0.1835 0.2680
-0.3850 0.6506 -0.0549
0.0615 -0.1157 0.0306
0.0380 0.0266 0.0335
0.1402 -0.0163 0.1147
0.0496 0.0128 -0.0533
0.0521 -0.0228 -0.0029
-0.0378 0.1112 0.0921
-0.0120 -0.2148 0.0451
0.2881 -0.2768 -0.0080
0.1203 0.0081 0.0585

=====

3.
DFT (the ωB97M-V functional and the def2-TZVPD basis) results for a cluster of 6 separate species, C9H30O6 in total at a distorted geometry.

Computed properties:
- HOMO level (eV) = -9.91
- LUMO (eV) = 0.6
- SMILES = CCO.CCO.CCO.CO.CO.CO
- energy above the lowest of the compared OMol25 structures with the same formula, charge and spin (eV) = 3.991
- Kohn-Sham gap (eV) = 10.52
- F_max (Eh/bohr) = 0.0513
- multiplicity = 1
- charge = 0

Geometry (Å):
C 2.69783 -1.85602 3.29303
C 3.10486 -0.54677 4.04627
O 2.63921 0.67739 3.48226
H 3.14958 -2.68120 3.84357
H 3.16354 -1.66919 2.32540
H 1.65925 -1.95882 2.97860
H 4.19427 -0.57850 4.06332
H 2.76294 -0.50672 5.08047
H 2.64677 1.31560 4.19937
C 0.49944 2.77181 1.37701
C 1.68749 3.22646 0.55444
O 1.53485 4.41915 -0.19621
H 0.70798 2.22178 2.29465
H -0.21289 2.15666 0.82722
H -0.08866 3.56597 1.83696
H 1.98550 2.49862 -0.20024
H 2.60928 3.16028 1.13236
H 1.17043 4.10100 -1.02542
C -2.78062 2.51929 -1.11931
C -1.59786 2.36320 -2.14909
O -0.76268 3.51308 -2.16269
H -3.31088 1.57471 -0.99812
H -3.58076 3.12941 -1.53840
H -2.36820 2.90652 -0.18760
H -2.08787 2.11468 -3.09048
H -0.96777 1.54337 -1.80419
H -1.31045 4.20410 -2.54224
C -0.46236 -2.12514 -3.85921
O -1.08636 -1.00819 -4.43818
H 0.28563 -2.54788 -4.52996
H 0.06905 -1.88368 -2.93866
H -1.23778 -2.83867 -3.58044
H -2.02877 -1.10140 -4.59562
C -2.42473 -4.44066 -0.38071
O -1.07392 -4.88103 -0.30451
H -2.35580 -3.35930 -0.26241
H -2.92631 -4.60941 -1.33362
H -3.08552 -4.85953 0.37825
H -0.99406 -5.81940 -0.11824
C -0.27864 -1.04707 0.17883
O 0.98583 -0.37790 -0.12738
H -0.08886 -1.42685 1.18275
H -1.02446 -0.26692 0.33123
H -0.56808 -1.85927 -0.48799
H 1.15057 0.26645 0.56493

Atomic forces in eV per Å
0.4644 2.3194 -0.4999
-0.5472 -0.6240 0.6042
-0.0624 -0.3618 -0.6661
-0.3117 -0.1512 -0.3596
0.4705 -0.7217 -0.1551
-0.2327 -0.1426 0.9191
0.1918 0.2050 0.0243
0.0106 -0.6373 0.2159
-0.0204 0.1213 -0.1481
-0.9377 -0.0334 0.6825
0.8845 -1.1256 -0.5372
-0.0248 0.1280 0.6499
0.8198 -0.4667 -0.2403
-0.0249 0.0745 -0.2851
0.0795 0.6362 -0.5766
-0.5760 -0.7810 -0.0056
-0.0361 1.1351 0.5032
-0.3127 0.3919 -0.2314
0.6888 -0.2075 -1.0533
-1.1999 -0.3736 1.7429
-0.4398 -0.2028 -0.4727
0.4109 -0.3265 0.3441
0.2556 0.6607 0.1513
-0.3983 -0.0208 0.0572
0.6102 0.0852 -0.4308
0.0257 -0.0583 -0.3165
0.2095 0.4093 0.0128
-0.5084 -0.4938 0.3874
0.2623 1.2111 -0.3106
-0.2301 -0.1867 -0.1920
-0.0562 0.4476 0.0472
0.2998 -0.4993 -0.1054
0.2287 -0.4616 0.2021
0.1500 0.3143 0.0571
-0.1330 0.0492 -0.1339
-0.2544 -0.0249 0.1779
0.3188 -0.2883 -0.3321
0.2042 0.0065 0.2892
-0.3104 -0.0297 -0.0669
1.4751 1.3265 1.7367
-0.7082 -0.8231 -1.0934
-0.5339 -0.7145 0.0422
-0.5218 -0.2242 -0.5446
0.4162 0.4478 -0.2469
-0.0961 0.0117 0.1567

=====

Look up the multiplicity of the second one. 1

=====

F_max of number 3 (C9H30O6)? 0.0513 Eh/bohr

=====

F_max of number 3 (C9H30O6)? 0.0513 Eh/bohr

=====

energy above the lowest of the compared OMol25 structures with the same formula, charge and spin of number 3 (C9H30O6)? 3.991 eV